Record 1
23
Properties=species:S:1:pos:R:3 method="wB97M-V/def2-TZVPD" charge=+1 energy_ev=-7960.7978 e_lumo_ev=-4.93 e_above_lowest_kj_mol=447.15 max_force_ev_per_a=5.40
C 1.033 0.897 -1.976
C 0.182 -0.126 -1.275
C -0.270 0.140 0.132
C 0.815 -1.177 -0.331
C 0.338 -2.563 0.679
C -0.678 -2.258 1.822
N -1.204 3.865 0.352
H 1.353 0.459 -2.913
H 0.534 1.859 -2.145
H 1.967 1.194 -1.354
H -0.485 -0.605 -2.051
H 0.125 0.754 0.881
H -1.345 -0.001 0.267
H 1.637 -0.735 0.084
H 1.316 -1.786 -1.076
H -0.129 -3.262 -0.041
H 1.428 -2.809 0.929
H -1.671 -2.098 1.520
H -0.280 -1.374 2.508
H -0.602 -3.181 2.504
H -0.518 4.664 0.345
H -1.982 4.247 -0.174
H -1.566 3.896 1.314


Record 2
23
Properties=species:S:1:pos:R:3 method="wB97M-V/def2-TZVPD" charge=+2 energy_ev=-7948.2371 e_lumo_ev="-8.76 / -13.95" e_above_lowest_kj_mol=457.03 max_force_ev_per_a=3.36 multiplicity=2
C -1.815 -0.605 -1.165
C -0.490 -1.173 -0.888
C 0.142 -1.236 0.343
C 1.233 0.343 -0.811
C -0.389 -0.813 1.698
C -1.919 -1.271 1.917
N 2.563 3.175 -0.979
H -1.845 -0.262 -2.199
H -1.915 0.326 -0.585
H -2.685 -1.213 -0.925
H 0.122 -1.567 -1.701
H 1.081 -1.775 0.456
H 2.172 -0.144 -0.583
H 0.992 1.208 -0.206
H 0.939 0.231 -1.837
H -0.346 0.264 1.824
H 0.196 -1.445 2.358
H -1.990 -2.202 1.365
H -2.559 -0.482 1.525
H -2.054 -1.282 2.991
H 2.487 3.258 0.046
H 3.301 2.541 -1.313
H 2.779 4.125 -1.332


Record 3
24
Properties=species:S:1:pos:R:3 method="wB97M-V/def2-TZVPD" energy_ev=-9458.1323 e_lumo_ev=1.02 e_above_lowest_kj_mol=380.35 max_force_ev_per_a=4.39
C -0.894 0.551 0.287
N -0.576 -0.844 -0.066
C -1.960 -1.688 0.477
C -1.698 -3.179 0.464
C 0.395 1.297 0.615
N 1.172 1.727 -0.519
C 1.503 0.674 -1.475
C 2.353 2.459 -0.060
H -1.597 0.610 1.129
H -1.356 1.071 -0.571
H -1.338 -1.236 -0.642
H -2.944 -1.351 0.147
H -1.932 -1.345 1.506
H -1.153 -3.423 -0.451
H -1.088 -3.473 1.300
H -2.630 -3.717 0.389
H 0.959 0.635 1.296
H 0.129 2.164 1.199
H 0.604 0.446 -2.064
H 1.755 -0.280 -0.994
H 2.328 0.985 -2.111
H 2.776 3.001 -0.909
H 2.051 3.139 0.734
H 3.139 1.777 0.320


Record 4
24
Properties=species:S:1:pos:R:3 method="wB97M-V/def2-TZVPD" energy_ev=-9457.4186 e_lumo_ev=0.87 e_above_lowest_kj_mol=449.21 max_force_ev_per_a=0.46
C 1.214 -0.414 -0.131
C -1.293 0.912 0.000
C 0.054 -1.242 -0.550
C 1.622 -0.667 1.324
C -2.052 0.655 -1.269
C -1.808 0.304 1.269
N 2.368 -0.498 -1.064
N 0.734 1.016 -0.229
H -1.189 1.990 0.140
H 2.526 -1.465 -1.310
H 3.223 -0.135 -0.651
H 1.301 1.693 0.292
H 0.792 1.278 -1.211
H -0.055 -1.324 -1.632
H -0.021 -2.210 -0.056
H 0.775 -0.558 2.001
H 2.413 0.021 1.643
H 2.000 -1.685 1.418
H -2.084 -0.737 1.129
H -2.395 -0.376 -1.320
H -2.911 1.345 -1.317
H -1.450 0.847 -2.159
H -1.079 0.363 2.078
H -2.683 0.888 1.604


Record 5
24
Properties=species:S:1:pos:R:3 method="wB97M-V/def2-TZVPD" energy_ev=-9460.1780 smiles=CN(C)CCCCN e_lumo_ev=1.03 e_above_lowest_kj_mol=182.97 max_force_ev_per_a=2.65
C 1.806 1.870 -0.469
N 0.559 1.742 0.290
C -0.145 2.979 0.195
C -0.170 0.538 -0.076
C 0.121 -0.648 0.899
C 0.479 -1.959 0.154
C -0.792 -2.549 -0.576
N -1.903 -2.776 0.347
H 1.952 2.792 -1.041
H 1.935 1.156 -1.295
H 2.660 1.641 0.211
H -0.464 3.248 -0.835
H -1.092 3.019 0.750
H 0.434 3.743 0.692
H -0.095 0.083 -1.073
H -1.250 0.747 -0.126
H 0.937 -0.315 1.527
H -0.721 -0.696 1.610
H 1.245 -1.573 -0.513
H 0.835 -2.698 0.866
H -1.128 -1.863 -1.351
H -0.394 -3.521 -0.865
H -2.721 -3.031 -0.190
H -2.086 -1.929 0.870